(1)
{
  "formula": "C18H16HoN6O7S2",
  "method": "wB97M-V/def2-TZVPD",
  "symbols": ["Ho", "O", "C", "O", "C", "C", "C", "C", "C", "N", "C", "O", "O", "H", "H", "H", "H", "H", "C", "N", "C", "C", "C", "O", "N", "C", "O", "H", "H", "H", "H", "H", "N", "C", "S", "C", "C", "C", "N", "C", "C", "H", "H", "H", "H", "H", "H", "O", "S", "N"],
  "xyz": [[0.46728, -1.44001, 1.39320], [0.98691, 2.98162, 2.74934], [1.07735, 1.77569, 2.22809], [0.30411, 0.87436, 2.46688], [2.23316, 1.59333, 1.30137], [3.16141, 2.58256, 1.04064], [4.21360, 2.26893, 0.19646], [4.28258, 0.99802, -0.34717], [3.28886, 0.08648, -0.03571], [2.28791, 0.37782, 0.77793], [3.25798, -1.33707, -0.51949], [3.98744, -1.68074, -1.57290], [2.58396, -2.16039, 0.04309], [0.21070, 3.01880, 3.33234], [3.06511, 3.55732, 1.49779], [4.97795, 3.00219, -0.02562], [5.11925, 0.72707, -0.97974], [4.34698, -0.90757, -2.02624], [0.79890, -1.26113, -4.55010], [0.38677, -1.77504, -3.23852], [-0.14324, -3.03124, -3.14533], [-0.48128, -3.59210, -1.97350], [-0.26022, -2.80472, -0.80536], [-0.41516, -3.24729, 0.37959], [0.15666, -1.51816, -0.90994], [0.58675, -0.99700, -2.09663], [1.19714, 0.06678, -2.16714], [1.52126, -1.93555, -5.00729], [1.25023, -0.28892, -4.40681], [-0.06657, -1.16287, -5.20345], [-0.25507, -3.55448, -4.08601], [-0.86684, -4.59756, -1.89816], [-5.74453, 2.67407, 0.42951], [-4.91483, 2.55862, 1.47136], [-4.93965, 3.52810, 2.79847], [-3.87551, 1.49481, 1.33419], [-3.08330, 1.41850, 0.19604], [-2.06031, 0.49000, 0.15487], [-1.81268, -0.36031, 1.15438], [-2.61545, -0.31872, 2.22886], [-3.64283, 0.59037, 2.36045], [-6.45305, 3.38871, 0.45710], [-5.75882, 1.99988, -0.31747], [-3.22017, 2.10366, -0.63222], [-1.39518, 0.44054, -0.69744], [-2.39643, -1.02628, 3.01600], [-4.24289, 0.61739, 3.26042], [2.09304, -1.82039, 2.91328], [1.09195, -2.26399, 3.97490], [-0.29121, -2.13408, 3.48566]],
  "forces_ev_per_a": [[0.16, 1.03, -0.91], [-0.04, -0.02, 0.00], [0.16, 0.16, -0.07], [-0.11, -0.33, 0.09], [-0.12, 0.03, 0.08], [0.08, 0.14, 0.01], [0.07, 0.09, -0.01], [0.15, 0.03, -0.09], [0.04, -0.15, -0.06], [-0.19, -0.14, 0.07], [0.02, 0.02, -0.15], [0.02, 0.08, 0.03], [-0.19, -0.12, 0.26], [-0.02, 0.03, 0.03], [0.01, -0.03, -0.02], [-0.03, -0.02, 0.01], [-0.04, 0.01, 0.02], [0.01, 0.00, -0.02], [-0.09, -0.11, 0.11], [-0.14, -0.03, -0.08], [0.06, 0.21, -0.22], [-0.04, -0.16, 0.09], [-0.17, 0.00, 0.03], [0.05, 0.10, -0.09], [-0.23, -0.23, -0.90], [0.41, -0.29, 0.02], [-0.19, 0.09, 0.11], [0.01, -0.01, 0.03], [0.03, 0.07, 0.04], [-0.02, -0.02, 0.01], [0.01, 0.02, -0.01], [0.03, 0.07, 0.00], [-0.03, 0.03, -0.05], [0.11, 0.06, 0.21], [0.00, -0.13, -0.16], [-0.09, 0.04, -0.02], [0.00, 0.07, -0.11], [0.03, 0.01, 0.04], [0.08, -0.04, 0.11], [0.07, -0.04, -0.08], [-0.09, 0.05, 0.09], [-0.04, 0.00, -0.02], [-0.01, 0.01, 0.02], [0.00, -0.03, 0.05], [0.02, -0.01, -0.02], [0.02, -0.04, 0.03], [0.03, 0.00, -0.04], [0.49, -0.19, 0.62], [-0.04, 0.02, 0.16], [-0.24, -0.32, 0.76]],
  "lowdin_spin": [4.030, 0.000, 0.000, -0.002, 0.000, 0.000, 0.000, 0.000, 0.000, -0.003, 0.000, 0.000, -0.002, 0.000, 0.000, 0.000, 0.000, 0.000, 0.000, 0.000, 0.000, 0.000, 0.000, -0.005, -0.005, 0.000, 0.000, 0.000, 0.000, 0.000, 0.000, 0.000, 0.000, 0.000, 0.000, 0.000, 0.000, 0.000, -0.004, 0.000, 0.000, 0.000, 0.000, 0.000, 0.000, 0.000, 0.000, -0.004, 0.000, -0.005],
  "e_homo_ha": [-0.3975, -0.3975],
  "multiplicity": 5,
  "lumo_ev": [-3.7, -3.7],
  "total_charge": 1,
  "gap_ev": [7.09, 7.09],
  "e_above_lowest_kcal_mol": 0.0
}

(2)
{
  "formula": "C18H16IN2O2Zn",
  "method": "wB97M-V/def2-TZVPD",
  "symbols": ["Zn", "C", "O", "C", "C", "C", "C", "C", "C", "N", "N", "C", "C", "O", "C", "C", "C", "C", "C", "C", "C", "C", "H", "H", "H", "H", "H", "H", "H", "H", "H", "H", "H", "H", "H", "I", "C", "H", "H", "H"],
  "xyz": [[0.95263, -1.23190, -0.12841], [-0.25070, -3.94841, -0.58304], [-0.17885, -2.66121, -0.00252], [-0.96215, -2.40676, 1.08721], [-1.75121, -3.32875, 1.77625], [-2.49093, -2.91685, 2.88977], [-2.44107, -1.58898, 3.31685], [-1.65197, -0.66796, 2.62728], [-0.91800, -1.07087, 1.50591], [-0.10103, -0.18310, 0.79356], [-0.80277, 0.53335, 0.04362], [0.02251, 1.15908, -0.93394], [0.73642, 0.34994, -1.88191], [0.71715, -0.93168, -1.89704], [1.48936, 1.06960, -2.82737], [1.54430, 2.46724, -2.86983], [0.83194, 3.23820, -1.95089], [0.88000, 4.64345, -2.00074], [0.16626, 5.41905, -1.08789], [-0.60406, 4.79825, -0.11307], [-0.65696, 3.40339, -0.05555], [0.05567, 2.58987, -0.96763], [-1.26722, -4.17630, -0.91988], [0.10807, -4.71274, 0.11464], [0.40550, -3.96999, -1.45830], [-1.80305, -4.36575, 1.46639], [-3.10632, -3.63553, 3.42340], [-3.01516, -1.26977, 4.18133], [-1.60284, 0.36875, 2.94456], [2.05647, 0.50331, -3.56593], [2.15222, 2.93330, -3.63881], [1.47910, 5.13906, -2.76034], [0.21343, 6.50204, -1.14052], [-1.16466, 5.38911, 0.60428], [-1.26368, 2.93281, 0.71533], [3.46338, -3.40034, -0.46334], [2.23586, -2.29470, 0.88421], [2.87133, -1.62242, 1.49653], [1.69176, -2.99636, 1.54931], [1.95926, -0.05940, -0.17345]],
  "forces_ev_per_a": [[5.30, -1.75, -0.76], [0.21, -0.55, -0.52], [-3.25, -3.30, -0.07], [-1.06, 0.10, 1.20], [0.10, 0.00, -0.08], [0.16, 0.37, -0.10], [0.11, -0.15, -0.25], [-0.12, -0.58, -0.25], [-0.64, 0.01, 1.61], [-0.72, -1.33, 5.34], [-2.62, 4.71, -3.81], [-0.57, 0.10, -0.25], [-0.76, 2.91, 0.02], [-0.55, -1.04, -2.40], [0.56, 1.72, -0.87], [0.28, -2.15, -0.44], [0.14, 0.62, -0.20], [-0.63, 1.01, 0.81], [0.93, -0.11, -1.19], [-0.33, -1.58, 0.39], [-0.30, 0.96, 0.46], [-0.15, -0.67, -0.03], [0.01, 0.10, 0.21], [-0.11, 0.11, 0.03], [-0.07, 0.31, 0.27], [0.04, 0.06, -0.04], [0.11, 0.05, -0.10], [0.06, -0.06, -0.07], [0.07, -0.09, -0.14], [-0.12, -0.01, 0.17], [-0.05, 0.11, 0.09], [-0.01, -0.14, 0.02], [0.03, -0.05, -0.03], [0.03, -0.07, -0.03], [0.15, -0.04, -0.21], [0.31, -0.28, 0.12], [1.17, 0.07, 1.47], [-0.04, -0.79, -0.37], [0.55, 0.16, -0.34], [1.82, 1.30, 0.29]],
  "nbo_charge": [1.645, -0.253, -0.585, 0.226, -0.279, -0.229, -0.232, -0.228, 0.215, -0.642, -0.334, 0.008, 0.299, -0.896, -0.243, -0.203, -0.127, -0.169, -0.264, -0.243, -0.208, 0.014, 0.184, 0.184, 0.230, 0.213, 0.204, 0.203, 0.222, 0.203, 0.193, 0.193, 0.194, 0.197, 0.221, -0.021, -1.132, 0.205, 0.187, -0.152],
  "e_homo_ha": [-0.0978, -0.1311],
  "multiplicity": 1,
  "lumo_ev": [2.6, 2.6],
  "total_charge": -1,
  "gap_ev": [5.25, 6.16],
  "e_above_lowest_kcal_mol": 0.0
}

(3)
{
  "formula": "C18H16N2O4S",
  "method": "wB97M-V/def2-TZVPD",
  "symbols": ["O", "O", "O", "O", "C", "C", "C", "C", "C", "C", "C", "C", "C", "C", "C", "C", "C", "C", "C", "N", "N", "C", "C", "C", "S", "H", "H", "H", "H", "H", "H", "H", "H", "H", "H", "H", "H", "H", "H", "H", "H"],
  "xyz": [[-1.29441, 4.82384, -3.29833], [-3.04419, -1.71748, 1.92138], [-2.18264, -3.71865, 3.05135], [-3.03503, 6.01758, -1.55302], [-1.24544, 4.51047, -2.15488], [0.35726, -1.30297, 1.55346], [-0.40868, -2.41044, 1.33399], [0.72653, -4.74965, -1.48160], [1.86428, -3.99210, -1.95682], [0.11673, 3.47638, -0.29336], [-0.27843, 2.09001, -2.36848], [0.01237, -4.32209, -0.39736], [2.04601, -2.72546, -1.31441], [0.94124, 2.46267, 0.13047], [0.58282, 1.09494, -1.82156], [-0.39804, 3.32139, -1.61016], [0.27860, -3.02464, 0.18776], [1.27674, -2.26345, -0.24746], [1.20816, 1.24145, -0.50457], [-1.93520, 5.26247, -1.23147], [1.26257, -1.11306, 0.52869], [2.00692, 0.14304, 0.20222], [-0.11047, -0.43652, 2.79332], [-1.06999, -1.37046, 3.52219], [-1.84726, -2.46346, 2.32985], [-2.82900, 6.71616, -2.16711], [0.39706, -5.73460, -1.75120], [2.41420, -4.43781, -2.69008], [-0.17768, 4.29214, 0.32969], [-0.91599, 1.98142, -3.31384], [-0.83638, -4.91550, 0.00386], [2.91685, -2.18525, -1.50724], [1.01332, 2.60724, 1.21348], [0.84519, 0.14755, -2.30359], [-1.96699, 4.83801, -0.31091], [2.39101, 0.52925, 1.08219], [2.87227, -0.04648, -0.39431], [0.71183, -0.34010, 3.50989], [-0.57029, 0.52586, 2.51325], [-1.71832, -0.86029, 4.28612], [-0.37749, -1.95139, 4.17858]],
  "forces_ev_per_a": [[0.13, 0.04, -2.44], [1.66, -0.76, -1.16], [1.36, 1.39, -2.04], [-1.06, -0.79, 0.52], [-0.24, -0.71, 1.09], [-1.75, 1.94, 0.93], [1.50, -0.37, -1.49], [0.72, 0.50, 0.79], [-3.77, 1.94, 3.95], [-0.23, -1.46, -3.71], [0.38, 0.96, 0.92], [-0.75, 1.68, 0.81], [0.64, -1.98, -1.06], [-0.71, -0.69, 2.61], [0.61, 0.26, 1.43], [-1.13, 0.40, 0.16], [-4.47, -4.73, 0.96], [0.37, 0.71, -0.96], [-1.83, 1.11, -1.79], [1.48, -0.97, 1.14], [1.48, 1.43, 0.36], [-1.62, -0.49, -1.09], [0.75, -0.39, -1.20], [1.19, 0.06, 1.73], [-2.56, -0.32, 3.90], [0.95, 0.25, -0.40], [0.59, -0.34, -1.03], [1.88, -0.41, -1.87], [0.31, 0.41, 0.23], [1.44, 0.09, 1.42], [0.77, 0.44, -0.31], [1.32, 0.91, -0.82], [1.30, -0.70, -0.04], [-0.64, 0.34, -0.27], [-0.81, 0.62, -0.16], [0.58, 0.86, 1.93], [0.48, -0.81, -0.50], [0.14, 0.73, -0.51], [0.40, -0.35, 0.01], [-0.05, -0.51, -1.39], [-0.80, -0.31, -0.65]],
  "nbo_charge": [-0.588, -0.915, -0.914, -0.534, 0.625, 0.267, -0.448, -0.237, -0.188, -0.214, -0.179, -0.161, -0.249, -0.206, -0.193, -0.100, -0.062, 0.169, -0.029, -0.336, -0.360, -0.226, -0.438, -0.665, 2.144, 0.487, 0.221, 0.218, 0.218, 0.257, 0.225, 0.206, 0.206, 0.224, 0.370, 0.219, 0.227, 0.228, 0.236, 0.264, 0.233],
  "e_homo_ha": -0.3216,
  "smiles": "O=C(NO)c1ccc(Cn2c3c(c4ccccc42)S(=O)(=O)CC3)cc1",
  "multiplicity": 1,
  "lumo_ev": 0.1,
  "total_charge": 0,
  "gap_ev": 8.84,
  "e_above_lowest_kcal_mol": 134.7
}